[1]
Entry from OMol25: a molecular structure, C27H32BN9NiO4S3 (ωB97M-V/def2-TZVPD).

```
77
Properties=species:S:1:pos:R:3:mulliken_charge:R:1
H 3.79 3.45 -0.44 -0.036
C 1.40 -3.54 1.23 1.408
N 3.32 1.50 -1.50 0.277
H 3.07 1.29 -3.62 0.592
H -3.73 2.78 -0.61 0.366
H -0.88 5.17 -2.59 0.501
H 0.68 0.99 -2.31 0.171
H 1.41 -5.41 3.37 0.374
C 3.83 -0.43 -2.48 -0.517
H 1.36 -1.01 -1.00 0.489
C 1.55 -5.02 1.24 0.372
H -1.09 5.94 0.52 0.185
O 0.85 -7.92 -2.09 -0.678
C -3.72 0.51 0.61 -0.004
C -0.12 4.66 -2.04 -0.354
H 5.73 -1.68 -0.47 0.268
C 1.55 -5.81 2.38 -0.676
H 4.29 -1.69 0.57 0.338
C -4.04 3.88 1.23 -1.355
C 1.28 -2.75 2.36 -0.724
O -3.82 -0.59 1.13 -0.646
H -3.12 3.58 1.74 0.331
H 1.50 -3.50 -0.91 0.792
H -6.15 0.23 1.35 0.383
H 4.01 -1.26 -3.15 0.526
N 1.69 3.59 -1.33 0.221
H 4.27 -2.58 -0.97 0.458
C 1.23 -1.37 2.23 -1.075
N -0.19 4.48 -0.68 0.385
C -2.59 0.52 -1.65 0.226
C 1.94 -6.84 -0.07 -0.032
H -6.38 1.13 3.68 0.382
O 3.18 -8.52 -1.57 -0.672
H 1.51 4.06 -3.41 0.545
C 1.74 -7.17 2.16 -0.370
C -1.28 4.93 0.17 -1.049
O 2.65 -6.31 -2.47 -0.658
H -1.20 1.25 1.33 0.618
C 3.80 0.65 -0.54 0.131
H -5.01 2.21 3.39 0.264
C 0.92 3.84 -0.26 0.013
C -5.47 1.26 3.10 -1.056
H 1.25 -3.18 3.35 0.376
C 1.34 -1.53 -0.05 -0.366
C 3.36 0.81 -2.70 -0.730
C -0.25 0.93 -1.77 -0.039
S 3.90 1.01 1.13 -0.317
H -1.36 4.26 1.02 0.254
N 1.74 -5.54 0.03 -0.221
H -3.87 4.84 0.74 0.424
H -4.81 4.02 1.99 0.446
C -1.44 0.61 -2.41 -1.764
C -4.46 2.83 0.20 -0.433
N 4.11 -0.52 -1.13 0.337
S 2.19 -7.48 -1.75 1.183
C -1.30 1.07 0.27 -0.353
C 4.64 -1.70 -0.46 -1.007
C 1.05 4.11 -2.44 -0.645
N -0.18 1.15 -0.45 1.751
H -3.53 0.24 -2.11 0.544
B 3.20 3.08 -1.40 -0.134
H -4.78 0.45 3.36 0.311
C 1.42 -2.90 -0.01 -0.988
H 1.20 -0.73 3.10 0.566
C -5.78 1.22 1.61 -0.718
N 1.94 -7.69 0.96 -0.477
C -2.53 0.76 -0.29 -0.707
H -6.55 1.95 1.35 0.414
H -2.20 4.91 -0.41 0.433
H 3.61 3.50 -2.45 -0.177
N 1.27 -0.76 1.05 0.429
N -4.62 1.50 0.75 0.110
S 1.22 3.39 1.39 -0.451
Ni 1.60 1.20 0.65 -0.005
H 1.75 -7.86 2.99 0.412
H -1.44 0.43 -3.47 0.505
H -5.41 3.12 -0.25 0.328
```

Summary:
2S+1	3
electronic energy	-4569.6551	Eh
largest force on an atom	0.4	eV/A
molecular weight	712.32	g mol⁻¹
E_HOMO (spin up / spin down)	-7.28 / -7.28	eV
frontier orbital gap (spin up / spin down)	6.308 / 5.613	eV

***

[2]
Entry from OMol25: a molecular structure, C27H32BrCaN2O5P (ωB97M-V/def2-TZVPD).

```
69
Properties=species:S:1:pos:R:3:mulliken_charge:R:1
H -1.79 3.94 5.25 0.387
H 3.17 -0.08 -4.16 0.298
C 2.33 -0.03 -4.86 -1.362
H 3.10 0.64 -0.89 0.561
C -3.72 -1.86 -3.71 1.403
H 3.62 2.30 1.06 0.547
C -2.05 2.64 3.56 -0.626
C -3.64 -1.50 -1.37 0.416
C -0.67 2.05 -3.80 -1.008
O 0.05 -2.56 -1.09 -0.631
H 1.05 -1.18 -2.77 0.621
H 0.50 -2.51 4.46 0.509
H -3.08 2.94 3.38 0.480
H 1.59 1.55 4.22 0.196
C 2.59 0.08 -0.09 -1.890
C 0.58 -0.25 -3.07 -0.751
H 2.95 -1.95 4.02 0.539
H 3.42 -0.97 2.63 0.386
H -3.84 -2.07 -5.60 0.305
C 2.67 -1.08 3.42 -1.839
Ca -1.12 -1.11 -0.12 1.762
O -5.11 -0.33 0.11 -0.722
C -1.90 -2.65 -2.39 0.501
C 1.10 2.11 0.07 -1.876
H 2.72 -0.21 4.07 0.229
H -0.75 -1.62 3.58 0.326
C 1.28 -1.31 2.84 2.069
H 0.66 2.85 0.74 0.357
C -1.33 3.20 4.61 -0.615
H 1.89 -0.61 -0.56 0.228
N -0.49 0.14 -2.38 1.298
C 2.92 1.78 1.72 -1.873
H 1.91 -2.40 1.05 0.334
C -3.98 -0.76 -0.06 0.202
H -2.03 1.24 1.93 0.322
C -0.43 -3.03 -2.18 0.048
C 0.45 1.64 -4.50 -0.661
C 0.27 -1.56 3.97 -1.860
H 3.50 1.10 2.35 0.307
H 0.31 -2.84 1.63 0.343
H 0.30 1.65 -0.50 0.333
H 0.81 2.25 -5.33 0.397
P 0.54 0.07 1.77 0.877
H 0.29 -0.77 4.73 0.352
O -2.96 -0.63 0.71 -1.031
C -1.09 1.26 -2.74 -0.113
C 1.89 1.05 0.87 2.170
H 0.53 3.21 5.66 0.441
H 1.74 -3.39 2.50 0.571
H 2.46 2.53 2.36 0.342
C 1.31 -2.55 1.95 -1.905
C 0.57 1.85 4.01 -0.357
H -5.22 -0.76 -2.62 0.507
C -0.14 1.30 2.94 0.281
H -1.98 -2.90 -4.51 0.449
H -1.21 2.95 -4.05 0.500
H 2.16 -1.04 -5.24 0.342
O -4.35 -1.67 -4.89 -0.544
C -2.49 -2.52 -3.63 -0.673
C -1.46 1.70 2.73 -0.371
H 3.35 -0.51 0.43 0.268
Br -2.57 1.80 -1.68 -0.025
C 1.10 0.47 -4.15 0.130
N -2.49 -2.18 -1.30 -0.693
H 2.60 0.62 -5.69 0.398
C -0.03 2.80 4.84 -0.766
H 1.77 2.62 -0.62 0.554
O 0.17 -3.61 -3.07 -0.740
C -4.30 -1.33 -2.56 -0.957
```

Summary:
electronic energy	-5126.9248	Eh
largest force on an atom	3.2	eV/A
molecular weight	615.52	g mol⁻¹
E_HOMO	-9.07	eV
frontier orbital gap	9.230	eV

***

[3]
Entry from OMol25: a molecular structure, C27H32EuFN5O8S4 (ωB97M-V/def2-TZVPD).

```
78
Properties=species:S:1:pos:R:3:mulliken_charge:R:1
H 1.17 2.91 3.07 0.301
C 0.83 1.60 -3.34 -0.025
H 1.74 -2.16 2.62 0.137
H 6.89 1.03 -5.78 0.485
C -2.66 1.69 1.66 -0.196
H -4.14 2.29 3.16 0.437
H 4.52 0.85 -6.39 0.702
C 8.12 -0.20 -6.99 -0.713
H 7.46 -2.44 -4.65 0.428
H 5.99 -3.03 -5.42 0.496
H 0.41 2.40 -7.10 0.344
H 3.34 3.15 -6.48 0.449
C 7.57 -2.63 -6.78 -0.963
C 0.60 3.26 2.20 -1.228
S 2.33 0.12 2.16 0.721
C 4.02 0.66 2.22 -1.129
C 3.55 -0.91 -3.09 -0.906
H 1.08 2.90 1.29 0.141
S -0.68 -1.96 1.56 1.032
H 6.94 -2.56 -7.66 0.366
C 2.54 2.42 -6.52 -0.355
C 2.66 -1.56 2.63 -0.871
H -2.18 -0.81 -2.69 0.177
H 4.30 0.88 3.25 0.415
H 7.49 -0.15 -7.88 0.379
H -5.21 0.26 1.86 0.438
C -0.22 2.29 -2.49 -0.011
O -2.11 -1.85 1.32 -0.526
O 0.00 -2.03 0.20 -0.486
F 5.57 -2.11 -3.16 -0.357
Eu -0.24 0.09 -0.01 1.057
N 2.27 1.77 -5.26 0.257
C 1.39 2.70 -7.43 -0.945
O -0.16 1.93 -1.26 -0.475
H 8.96 0.48 -7.09 0.389
H 3.26 -1.41 -2.17 0.698
H 0.71 3.09 -4.83 0.722
N 8.67 -1.61 -6.95 -0.157
C -4.53 0.12 1.04 -0.562
N -1.33 1.94 1.40 0.285
O -0.94 3.12 -3.01 -0.741
O 2.03 0.19 0.65 -0.435
H 1.41 3.63 -7.98 0.256
H 3.06 1.80 -8.60 0.311
H 3.04 -1.51 3.65 0.420
C 4.72 -1.21 -3.72 0.837
C 3.08 0.75 -4.79 -0.468
N 6.27 -0.96 -5.62 0.315
C -3.35 0.73 0.80 0.431
H 9.23 -1.81 -7.78 0.348
C -3.36 -0.68 -0.92 0.825
C 7.32 0.03 -5.73 -0.587
C 1.45 0.37 -2.94 1.680
N -2.70 0.28 -0.34 -0.227
C -2.82 -1.45 -2.08 -1.182
C 2.71 0.07 -3.62 0.239
C 5.08 -0.60 -4.92 -0.965
H -3.61 -1.84 -2.71 0.476
H 7.99 0.01 -4.86 0.197
C 6.80 -2.31 -5.52 -0.639
H 3.40 -1.97 1.95 0.315
C 4.26 0.38 -5.45 -0.547
H 9.31 -1.68 -6.15 0.396
O 0.99 -0.40 -2.10 -0.761
C -0.81 2.77 2.25 0.579
H 4.67 -0.11 1.80 0.349
H 0.64 4.35 2.19 0.486
C 1.23 2.20 -4.49 -0.572
H -2.22 -2.28 -1.71 0.318
C 2.37 1.63 -7.78 -0.422
C -3.15 2.32 2.75 -0.418
O -0.23 -0.59 2.07 -0.462
H 2.04 0.60 -7.67 0.237
S -1.92 3.29 3.45 -0.236
S -4.83 -1.06 -0.16 -0.254
H 8.04 -3.62 -6.74 0.427
H 4.08 1.57 1.62 0.344
O -0.26 -3.01 2.44 -0.816
```

Summary:
2S+1	7
electronic energy	-4326.4353	Eh
largest force on an atom	7.7	eV/A
molecular weight	853.81	g mol⁻¹
E_HOMO (spin up / spin down)	-6.11 / -10.46	eV
frontier orbital gap (spin up / spin down)	2.784 / 6.615	eV
total charge	+1

***

- What is the formula in the third record?
  C27H32EuFN5O8S4

***

Repeat the third record exactly.
Entry from OMol25: a molecular structure, C27H32EuFN5O8S4 (ωB97M-V/def2-TZVPD).

```
78
Properties=species:S:1:pos:R:3:mulliken_charge:R:1
H 1.17 2.91 3.07 0.301
C 0.83 1.60 -3.34 -0.025
H 1.74 -2.16 2.62 0.137
H 6.89 1.03 -5.78 0.485
C -2.66 1.69 1.66 -0.196
H -4.14 2.29 3.16 0.437
H 4.52 0.85 -6.39 0.702
C 8.12 -0.20 -6.99 -0.713
H 7.46 -2.44 -4.65 0.428
H 5.99 -3.03 -5.42 0.496
H 0.41 2.40 -7.10 0.344
H 3.34 3.15 -6.48 0.449
C 7.57 -2.63 -6.78 -0.963
C 0.60 3.26 2.20 -1.228
S 2.33 0.12 2.16 0.721
C 4.02 0.66 2.22 -1.129
C 3.55 -0.91 -3.09 -0.906
H 1.08 2.90 1.29 0.141
S -0.68 -1.96 1.56 1.032
H 6.94 -2.56 -7.66 0.366
C 2.54 2.42 -6.52 -0.355
C 2.66 -1.56 2.63 -0.871
H -2.18 -0.81 -2.69 0.177
H 4.30 0.88 3.25 0.415
H 7.49 -0.15 -7.88 0.379
H -5.21 0.26 1.86 0.438
C -0.22 2.29 -2.49 -0.011
O -2.11 -1.85 1.32 -0.526
O 0.00 -2.03 0.20 -0.486
F 5.57 -2.11 -3.16 -0.357
Eu -0.24 0.09 -0.01 1.057
N 2.27 1.77 -5.26 0.257
C 1.39 2.70 -7.43 -0.945
O -0.16 1.93 -1.26 -0.475
H 8.96 0.48 -7.09 0.389
H 3.26 -1.41 -2.17 0.698
H 0.71 3.09 -4.83 0.722
N 8.67 -1.61 -6.95 -0.157
C -4.53 0.12 1.04 -0.562
N -1.33 1.94 1.40 0.285
O -0.94 3.12 -3.01 -0.741
O 2.03 0.19 0.65 -0.435
H 1.41 3.63 -7.98 0.256
H 3.06 1.80 -8.60 0.311
H 3.04 -1.51 3.65 0.420
C 4.72 -1.21 -3.72 0.837
C 3.08 0.75 -4.79 -0.468
N 6.27 -0.96 -5.62 0.315
C -3.35 0.73 0.80 0.431
H 9.23 -1.81 -7.78 0.348
C -3.36 -0.68 -0.92 0.825
C 7.32 0.03 -5.73 -0.587
C 1.45 0.37 -2.94 1.680
N -2.70 0.28 -0.34 -0.227
C -2.82 -1.45 -2.08 -1.182
C 2.71 0.07 -3.62 0.239
C 5.08 -0.60 -4.92 -0.965
H -3.61 -1.84 -2.71 0.476
H 7.99 0.01 -4.86 0.197
C 6.80 -2.31 -5.52 -0.639
H 3.40 -1.97 1.95 0.315
C 4.26 0.38 -5.45 -0.547
H 9.31 -1.68 -6.15 0.396
O 0.99 -0.40 -2.10 -0.761
C -0.81 2.77 2.25 0.579
H 4.67 -0.11 1.80 0.349
H 0.64 4.35 2.19 0.486
C 1.23 2.20 -4.49 -0.572
H -2.22 -2.28 -1.71 0.318
C 2.37 1.63 -7.78 -0.422
C -3.15 2.32 2.75 -0.418
O -0.23 -0.59 2.07 -0.462
H 2.04 0.60 -7.67 0.237
S -1.92 3.29 3.45 -0.236
S -4.83 -1.06 -0.16 -0.254
H 8.04 -3.62 -6.74 0.427
H 4.08 1.57 1.62 0.344
O -0.26 -3.01 2.44 -0.816
```

Summary:
2S+1	7
electronic energy	-4326.4353	Eh
largest force on an atom	7.7	eV/A
molecular weight	853.81	g mol⁻¹
E_HOMO (spin up / spin down)	-6.11 / -10.46	eV
frontier orbital gap (spin up / spin down)	2.784 / 6.615	eV
total charge	+1